One molecule with the formula C5H14N2 in a non-equilibrium geometry, computed with wB97M-V/def2-TZVPD.

Last column: Mulliken charge in e.
Cartesian coordinates (Å):
1 N 1.695 -2.788 -0.490  -0.582
2 C 0.707 -2.430 0.547  -0.787
3 C 0.151 -1.023 0.597  -0.278
4 N -0.871 -0.611 -0.321  -0.421
5 C -0.796 0.775 -0.912  -0.340
6 C -0.274 1.727 0.217  -0.293
7 C -0.818 3.168 -0.113  -1.420
8 H 2.625 -2.887 -0.098  0.251
9 H 1.508 -3.725 -0.845  0.230
10 H -0.206 -3.042 0.489  0.394
11 H 1.166 -2.540 1.535  0.337
12 H -0.016 -0.700 1.675  0.228
13 H 1.066 -0.398 0.462  0.217
14 H -0.827 -1.285 -1.080  0.235
15 H -1.825 1.158 -0.931  0.254
16 H -0.256 0.743 -1.869  0.281
17 H 0.812 1.781 0.412  0.350
18 H -0.677 1.483 1.200  0.255
19 H -0.652 3.852 0.733  0.381
20 H -1.917 3.145 -0.104  0.383
21 H -0.595 3.597 -1.102  0.326

Forces on atoms 1 to 6 (eV/Å):
N -0.5 -0.2 -0.2
C -0.8 -0.4 0.7
C 2.8 2.6 1.1
N -0.5 -0.5 -1.1
C 0.1 -0.8 3.1
C 0.2 1.9 -1.2

Kohn-Sham gap ... 9.487 eV
Energy above the lowest of the compared OMol25 structures with the same formula, charge and spin ... 172.5 kJ/mol
Total charge ... 0
SMILES ... CCCNCCN
E_LUMO ... 1.08 eV